# 1
Entry from OMol25: a structure of composition C17H11ClN7O4Pd (ωB97M-V with the def2-TZVPD basis set).

XYZ file:
```
41
Properties=species:S:1:pos:R:3:mulliken_spin:R:1
Pd 0.906 0.000 -0.799 1.408
N 0.002 0.003 -5.029 0.004
C 0.399 -0.759 -4.015 0.002
N 0.448 -0.003 -2.936 0.067
C 0.075 1.236 -3.379 -0.024
N -0.205 1.285 -4.649 0.001
C 0.121 2.380 -2.464 0.032
C -0.284 3.661 -2.790 0.005
N -0.109 4.676 -1.947 -0.002
C 0.480 4.413 -0.783 0.004
C 0.857 3.126 -0.428 0.012
N 0.661 2.119 -1.273 0.099
H -0.123 -0.256 -5.995 0.000
H 0.632 -1.810 -4.083 0.001
H -0.755 3.863 -3.744 0.001
H 0.652 5.244 -0.111 0.001
H 1.315 2.898 0.522 0.005
O 4.039 -2.601 3.507 0.000
C 2.751 -2.855 3.643 -0.001
O 2.315 -3.558 4.512 0.001
C 1.799 -2.172 2.694 -0.010
C 0.419 -2.191 2.841 0.040
Cl -0.526 -2.986 3.983 0.005
N -0.145 -1.474 1.847 0.027
N 0.829 -0.990 1.051 -0.009
C 1.994 -1.399 1.543 0.011
C 3.196 -0.958 0.746 0.045
O 4.321 -1.180 1.152 0.026
O 2.929 -0.346 -0.366 0.225
C -1.518 -1.118 1.596 -0.005
C -2.308 -0.611 2.614 0.002
C -3.607 -0.215 2.325 0.003
C -4.105 -0.315 1.035 -0.002
C -3.305 -0.835 0.026 -0.001
C -2.011 -1.243 0.306 0.013
H 4.242 -2.026 2.727 0.000
H -1.912 -0.513 3.617 0.000
H -4.226 0.188 3.117 0.000
H -5.118 0.002 0.818 0.000
H -3.700 -0.952 -0.977 0.000
H -1.424 -1.726 -0.454 0.012
```

Its LUMO energy (spin up / spin down) is -4.11 / -5.49 eV. Its multiplicity is 3. As for the orbital gap (spin up / spin down): 8.520 / 7.153 eV. The value obtained for the HOMO energy (spin up / spin down) is -12.634 / -12.639 eV. Its total charge is +1.


# 2
Entry from OMol25: a cluster of 2 separate species, C5H13NO in total at a distorted geometry (ωB97M-V with the def2-TZVPD basis set).

XYZ file:
```
20
Properties=species:S:1:pos:R:3:lowdin_charge:R:1
C 0.473 -0.015 3.060 -0.012
C 0.373 0.932 1.897 -0.623
N -0.874 1.392 1.628 0.156
O 1.362 1.331 1.314 0.034
H 0.612 -1.059 2.766 0.082
H -0.479 -0.110 3.594 0.072
H 1.259 0.324 3.721 0.085
H -1.023 2.192 1.039 0.110
H -1.661 1.020 2.126 0.093
C -0.082 0.365 -2.844 -0.118
C 0.493 -0.876 -2.095 -0.307
C -0.313 -1.206 -0.852 -0.122
H 0.270 1.228 -2.292 0.066
H -1.167 0.300 -2.881 0.059
H 0.232 0.345 -3.892 0.064
H 0.611 -1.720 -2.785 0.093
H 1.528 -0.595 -1.870 0.096
H -0.798 -2.181 -0.949 0.070
H 0.276 -1.211 0.058 0.050
H -1.089 -0.455 -0.741 0.053
```

The energy relative to the best compared isomer or geometry (same formula, charge and spin) comes out at 32.0 kJ/mol. Its LUMO energy is 0.84 eV. As for the orbital gap: 10.697 eV. The value obtained for the HOMO energy is -9.862 eV. Its total charge is 0.


# 3
Entry from OMol25: a structure of composition NO7SSr5 at a distorted geometry (ωB97M-V with the def2-TZVPD basis set).

XYZ file:
```
14
Properties=species:S:1:pos:R:3:lowdin_charge:R:1
Sr 2.338 -0.337 3.706 1.971
Sr 0.036 -3.860 1.599 2.006
Sr 0.482 2.651 0.142 1.910
Sr 3.593 -1.537 -1.166 1.979
Sr -1.135 -1.014 -1.611 1.849
N -2.759 2.025 -1.617 -0.552
O -3.511 2.596 -0.813 0.131
O -1.652 1.424 -1.212 -0.417
O -2.890 2.393 -2.773 0.155
S 1.074 -0.861 0.767 0.071
O 0.498 -1.655 1.794 -0.541
O 2.525 -0.737 1.115 -0.525
O 1.064 -1.443 -0.494 -0.537
O 0.339 0.354 0.561 -0.500
```

Its LUMO energy is -24.02 eV. As for the orbital gap: 2.581 eV. The value obtained for the HOMO energy is -26.599 eV. Its total charge is +7.


# 4
Entry from OMol25: a structure of composition C13H26NO3P2Pb at a distorted geometry (ωB97M-V with the def2-TZVPD basis set).

XYZ file:
```
46
Properties=species:S:1:pos:R:3:lowdin_charge:R:1
Pb 0.378 1.174 1.445 1.040
P 2.090 -0.894 1.156 0.675
C 2.229 -0.836 -0.596 -0.283
C 1.084 -1.161 -1.359 -0.331
N -0.130 -0.599 -0.979 0.072
C -1.288 -1.074 -1.427 -0.346
C -1.293 -2.114 -2.330 -0.035
C -0.103 -2.589 -2.877 -0.041
C 1.099 -2.092 -2.432 -0.012
C -2.576 -0.498 -0.883 -0.276
P -2.413 1.174 -0.096 0.864
H 2.064 -2.485 -2.774 0.129
H -2.281 -2.451 -2.639 0.122
H -0.146 -3.370 -3.630 0.121
H -3.302 -0.414 -1.707 0.104
H -2.974 -1.155 -0.078 0.103
H 3.096 3.649 -2.654 0.017
H 3.203 -1.076 -1.002 0.069
H -0.817 4.452 -1.304 -0.001
O 3.681 2.958 -2.966 -0.060
H 4.103 2.625 -2.150 0.041
H -0.712 0.242 0.301 -0.065
O -0.505 5.134 -0.715 -0.052
H 0.453 5.015 -0.668 0.038
C -2.825 2.259 -1.524 -0.246
H -3.761 1.950 -2.011 0.061
H -2.949 3.286 -1.153 0.049
H -2.018 2.243 -2.270 0.056
C -4.006 1.195 0.810 -0.232
H -4.010 2.071 1.476 0.055
H -4.837 1.267 0.093 0.064
H -4.086 0.266 1.391 0.055
C 2.170 -2.611 1.771 -0.219
H 3.053 -3.114 1.343 0.065
H 2.293 -2.589 2.864 0.045
H 1.250 -3.161 1.520 0.061
C 3.661 -0.158 1.717 -0.272
H 3.667 -0.050 2.810 0.047
H 4.480 -0.835 1.440 0.055
H 3.798 0.831 1.258 0.044
C 0.101 -1.007 3.854 -0.100
C -0.295 -0.835 2.437 -0.694
O -1.161 -1.465 1.852 -0.058
H 0.909 -0.315 4.125 0.071
H 0.413 -2.043 4.089 0.096
H -0.786 -0.797 4.471 0.105
```

The energy relative to the best compared isomer or geometry (same formula, charge and spin) comes out at 509.5 kJ/mol. Its LUMO energy (spin up / spin down) is -4.95 / -4.95 eV. As for the orbital gap (spin up / spin down): 4.991 / 4.997 eV. The value obtained for the HOMO energy (spin up / spin down) is -9.944 / -9.947 eV. Its total charge is +1.